Computed, not measured: a single C6H11BrSi molecule, with the ωB97M-V functional and the def2-TZVPD basis.

Properties
Relative energy (zero: lowest compared OMol25 entry of this formula, charge and spin) in eV: 1.5031
Total charge: 0
Strongest force on any atom in eV Å⁻¹: 5.6
Calculated total energy in eV: -84319.342
SMILES string: C[Si]1(C)CC=C[C@@H]1Br

Last column: Mulliken charge in e.
Positions of all 19 atoms, in Å:
C 1.241 0.935 1.684  -1.32
Si -0.010 0.555 0.290  0.22
C -1.348 1.809 -0.175  -1.04
C -0.749 -1.185 0.614  -0.55
C -0.626 -2.026 -0.646  -0.50
C 0.173 -1.574 -1.629  -0.69
C 0.756 -0.164 -1.366  -0.25
Br 2.768 -0.269 -1.017  -0.22
H 1.739 1.830 1.481  0.35
H 0.829 0.872 2.587  0.50
H 1.921 0.108 1.750  0.40
H -0.905 2.915 -0.206  0.24
H -1.829 1.566 -1.040  0.40
H -2.223 1.906 0.535  0.34
H -1.869 -1.243 0.953  0.33
H -0.107 -1.522 1.504  0.25
H -1.113 -2.912 -0.611  0.53
H 0.410 -2.129 -2.415  0.59
H 0.942 0.528 -2.293  0.42